*1*
DFT (ωB97M-V with the def2-TZVPD basis set) results for a cluster of 3 separate species, C8H17N4 in total.

Each line ends with the Mulliken charge.
Geometry (Å):
C1 -1.288 -1.156 0.527  -0.40
C2 -2.578 -0.800 -0.184  0.45
C3 -0.481 0.124 0.447  0.12
C4 -3.702 -1.682 -0.492  -1.26
C5 1.303 0.053 -1.815  -0.63
C6 3.257 1.335 -0.790  -0.62
C7 -1.040 2.381 -0.383  -0.83
C8 2.199 0.732 -1.185  0.41
N1 -2.544 0.452 -0.486  -0.85
N2 -1.311 1.004 -0.115  0.67
N3 0.639 0.430 1.063  -0.16
N4 2.573 -1.226 1.926  -0.79
H1 -0.695 -1.980 0.133  0.42
H2 -4.515 -1.166 -0.823  0.38
H3 -3.483 -2.531 -1.123  0.32
H4 -3.949 -2.162 0.468  0.31
H5 0.259 0.414 -2.123  0.23
H6 1.389 -0.258 1.482  0.30
H7 1.470 -0.966 -2.228  0.27
H8 3.785 1.125 0.155  0.22
H9 3.898 2.151 -1.388  0.23
H10 2.411 -2.153 2.041  0.22
H11 0.029 2.448 -0.501  0.28
H12 -1.493 2.530 -1.361  0.34
H13 -1.331 3.019 0.372  0.34
H14 0.756 1.377 0.895  0.21
H15 3.243 -1.414 1.258  0.21
H16 -1.738 -1.409 1.515  0.33
H17 2.936 -0.672 2.715  0.28

Charge   +1
Spin multiplicity   1

***

*2*
DFT (ωB97M-V with the def2-TZVPD basis set) results for the ion C8H17N4 with charge +1.

Each line ends with the Mulliken charge.
Geometry (Å):
C1 -3.731 -0.738 0.570  -1.22
C2 -2.531 -0.994 -0.376  -0.32
C3 -1.261 -0.470 0.250  -0.33
N1 -1.154 0.962 0.681  -0.55
N2 0.265 1.403 0.451  0.36
C4 0.459 2.477 -0.509  -0.77
C5 0.938 0.219 -0.110  -0.48
C6 2.165 -0.289 0.021  0.81
C7 3.429 0.417 0.338  -1.60
C8 1.983 -1.772 -0.282  -0.46
N3 0.577 -1.941 -0.742  -0.51
N4 -0.068 -0.643 -0.584  0.17
H1 -3.737 -1.315 1.414  0.39
H2 -4.726 -0.897 0.129  0.37
H3 -3.752 0.341 0.928  0.30
H4 -2.772 -0.445 -1.262  0.30
H5 -2.329 -2.089 -0.455  0.29
H6 -1.035 -0.910 1.134  0.40
H7 -1.802 1.539 0.074  0.39
H8 0.614 1.773 1.365  0.41
H9 0.171 2.141 -1.562  0.36
H10 0.043 3.475 -0.213  0.33
H11 1.517 2.633 -0.476  0.31
H12 4.253 -0.184 0.138  0.42
H13 3.466 0.509 1.425  0.35
H14 3.396 1.385 -0.100  0.39
H15 2.746 -2.064 -1.139  0.35
H16 2.091 -2.376 0.621  0.25
H17 0.784 -2.147 -1.729  0.32

Charge   +1
Spin multiplicity   1
SMILES   CC[C@@H]1N[N@H+](C)C2=C(C)CNN21

***

Relative to the most stable one, in kJ/mol, the structures come out at *1* 0.0; *2* 69.7.

***

*1*
DFT (ωB97M-V with the def2-TZVPD basis set) results for a cluster of 2 separate species, C3H6O3S in total.

Each line ends with the Mulliken charge.
Geometry (Å):
O1 -0.406 -1.747 0.243  -0.78
C1 -0.868 -0.609 -0.359  0.40
O2 -1.503 -0.337 -1.381  -0.64
C2 -0.437 0.716 0.513  -0.14
C3 -0.225 2.073 -0.174  -0.62
S1 0.152 3.455 0.971  -0.83
H1 -1.246 0.649 1.370  0.19
H2 0.531 0.157 0.804  0.13
H3 -1.059 2.504 -0.886  0.17
H4 0.589 1.994 -0.782  0.25
H5 1.790 -3.705 -0.348  0.22
H6 0.946 -2.240 -0.133  0.39
O3 1.736 -2.910 0.162  -0.74

Charge   -2
Spin multiplicity   1

***

*2*
DFT (ωB97M-V with the def2-TZVPD basis set) results for a cluster of 2 separate species, C3H6O3S in total.

Each line ends with the Mulliken charge.
Geometry (Å):
O1 0.558 1.186 0.572  -0.77
C1 -0.093 0.526 -0.296  0.35
O2 -0.542 0.950 -1.373  -0.71
C2 -0.404 -0.945 0.098  -0.33
C3 -0.499 -1.989 -1.022  -0.63
S1 -1.305 -3.571 -0.576  -0.83
H1 -1.456 -0.890 0.424  0.16
H2 0.132 -1.300 0.977  0.28
H3 -1.034 -1.520 -1.850  0.21
H4 0.501 -2.218 -1.429  0.24
H5 2.101 3.035 1.428  0.30
H6 0.648 3.084 1.378  0.42
O3 1.392 3.651 1.668  -0.69

Charge   -2
Spin multiplicity   1

***

*3*
DFT (ωB97M-V with the def2-TZVPD basis set) results for a cluster of 2 separate species, C3H6O3S in total.

Each line ends with the Mulliken charge.
Geometry (Å):
O1 -2.101 0.118 -0.819  -0.80
C1 -0.842 0.098 -1.032  0.57
O2 -0.401 -0.348 -2.121  -0.71
C2 0.067 0.512 0.166  -0.49
C3 1.562 0.246 -0.318  -0.60
S1 2.661 0.171 1.182  -0.82
H1 -0.271 1.523 0.473  0.21
H2 0.146 0.045 1.169  0.23
H3 1.914 1.098 -0.898  0.20
H4 1.552 -0.617 -1.011  0.24
H5 -2.418 -0.952 1.718  0.30
H6 -2.746 -0.289 0.598  0.39
O3 -3.291 -0.840 1.294  -0.74

Charge   -2
Spin multiplicity   1

***

Relative to the most stable one, in kJ/mol, the structures come out at *1* 153.3; *2* 0.0; *3* 83.1.